Entry w
10
Properties=species:S:1:pos:R:3 method="wB97M-V/def2-TZVPD" total_charge=0 orbital_gap_ev=7.997 e_lumo_ev=-0.5969
I 2.058 -0.626 1.660
I -2.070 1.542 0.391
I -1.897 -2.022 -0.081
O 0.226 -0.055 1.764
O 0.692 1.117 -1.477
C -1.061 -0.134 -0.390
C 0.007 -0.034 -1.176
H 0.315 -0.930 -1.813
H 1.610 0.807 -1.548
H 0.119 0.336 2.669

---

Entry x
10
Properties=species:S:1:pos:R:3 method="wB97M-V/def2-TZVPD" total_charge=0 orbital_gap_ev=8.045 e_lumo_ev=-0.5269
I -2.418 1.655 0.459
I 1.721 -0.444 1.734
I -2.344 -1.914 -0.023
O 0.323 1.210 -1.218
O -0.197 -0.289 1.863
C -0.293 0.007 -0.946
C -1.418 -0.042 -0.255
H 0.203 -0.849 -1.233
H -0.530 0.226 2.637
H 0.694 1.011 -2.044

---

Which structure loses on stability? entry x does.

---

Entry w
29
Properties=species:S:1:pos:R:3 method="wB97M-V/def2-TZVPD" total_charge=0 orbital_gap_ev=8.907 e_lumo_ev=-0.1244
S 3.391 -0.874 2.019
O 3.635 0.228 2.917
O 4.231 -0.876 0.847
O 1.513 -0.117 1.109
N -1.217 -1.670 -0.568
C 0.763 1.944 2.766
C 0.769 2.140 1.254
C -1.886 -2.332 -1.671
C 1.997 -0.204 -1.603
C 1.283 0.929 0.522
C -2.132 -1.214 0.454
C 1.509 1.083 -0.954
H 1.229 -0.969 -1.528
H -2.756 -2.016 0.878
H 2.895 -0.558 -1.102
H 0.579 1.422 -1.415
H 2.227 -0.034 -2.650
H -0.543 -2.309 -0.152
H 1.391 2.995 0.984
H 1.766 1.717 3.119
H -1.560 -0.754 1.259
H -2.490 -1.597 -2.203
H 0.114 1.116 3.041
H -2.794 -0.464 0.019
H -1.138 -2.726 -2.356
H 2.247 1.880 -1.093
H 0.410 2.845 3.262
H -2.545 -3.154 -1.354
H -0.242 2.347 0.891

---

Entry x
29
Properties=species:S:1:pos:R:3 method="wB97M-V/def2-TZVPD" total_charge=0 orbital_gap_ev=9.967 e_lumo_ev=0.6447 smiles="CC[C@@H](N(CC)CC)S(=O)(=O)O"
S 0.366 -1.119 1.769
O 0.858 -0.168 2.690
O 1.627 -1.822 1.097
O -0.384 -2.199 2.400
N 0.515 0.363 -0.373
C -1.715 0.126 0.607
C -0.427 -0.459 0.218
C 2.173 1.856 0.730
C 0.381 0.477 -1.850
C -2.761 -0.995 0.848
C 0.689 1.648 0.270
C 0.209 -0.881 -2.657
H -3.679 -0.849 1.465
H 2.532 2.940 0.580
H -0.552 -1.453 -0.421
H -2.135 -1.910 1.197
H -0.644 -1.416 -2.448
H -0.391 1.120 -2.190
H 2.749 1.218 0.018
H 1.158 -1.448 -2.499
H -1.491 0.801 1.408
H 0.062 1.521 1.143
H -2.118 0.789 -0.228
H 2.016 -1.033 0.842
H 2.341 1.585 1.726
H 1.354 0.739 -2.119
H 0.113 -0.470 -3.701
H 0.327 2.384 -0.417
H -3.173 -1.346 -0.104

---

Which structure loses on stability? entry x does.

---

Entry w
43
Properties=species:S:1:pos:R:3 method="wB97M-V/def2-TZVPD" total_charge=0 orbital_gap_ev=8.776 e_lumo_ev=0.0678 smiles=CNC(C)C.O.O.O.O.O.O.O.O.O
O -3.447 -1.718 -1.350
O -2.144 0.954 -2.495
O -4.263 -0.401 0.935
O -0.881 -2.797 1.836
O 2.444 -0.336 -2.770
O -1.480 2.846 1.840
O 1.398 1.528 -4.368
O 4.629 0.087 -0.311
O -1.990 0.025 2.679
N 0.170 -0.491 0.231
C 1.492 -0.141 2.344
C 1.607 1.525 0.334
C 0.995 -1.451 -0.398
C 0.765 0.465 1.128
H 0.915 1.400 -3.549
H 0.922 -1.009 2.672
H 2.430 1.120 -0.259
H -0.716 -2.192 1.098
H 1.609 -1.124 -1.265
H -3.645 -1.479 -0.424
H 3.318 -0.732 -2.889
H 4.800 -0.842 -0.495
H -4.077 -0.766 1.811
H -2.848 0.285 -2.575
H 1.147 0.820 -4.973
H 2.699 0.594 -2.775
H 0.032 1.147 1.602
H -0.501 0.024 -0.383
H -1.716 -0.718 2.131
H -1.584 0.467 -1.887
H -2.276 2.831 1.308
H 2.554 -0.264 2.092
H -1.516 3.480 2.557
H -3.822 0.447 1.056
H 1.687 -1.902 0.333
H 0.470 -2.320 -0.817
H -4.290 -1.937 -1.764
H -1.710 0.896 2.363
H 3.956 0.041 0.384
H -1.565 -3.403 1.534
H 1.901 2.369 0.921
H 1.058 1.943 -0.539
H 1.474 0.733 3.094

---

Entry x
43
Properties=species:S:1:pos:R:3 method="wB97M-V/def2-TZVPD" total_charge=0 orbital_gap_ev=10.825 e_lumo_ev=0.3425 smiles=CCCCN.O.O.O.O.O.O.O.O.O
O 2.157 -1.764 -1.932
O -1.490 2.591 -0.075
O 1.671 0.870 -1.697
O -0.255 2.536 -2.536
O -3.500 0.639 -1.251
O 0.144 -3.422 -1.447
O 0.376 -4.443 1.122
O -2.343 -2.242 -1.727
O 1.100 3.457 0.110
N -0.793 0.214 0.721
C 0.089 1.072 2.886
C 1.588 0.992 2.569
C 2.189 -0.376 2.877
C -0.757 0.006 2.189
H 1.272 3.906 0.947
H 2.137 1.760 3.135
H -0.881 2.534 -1.771
H -2.564 -2.294 -2.670
H 0.904 -2.783 -1.585
H -2.691 1.159 -1.167
H 0.157 3.175 0.103
H 0.221 -4.020 0.251
H -1.797 0.071 2.553
H 0.270 3.331 -2.389
H -1.352 1.662 0.375
H 0.353 -4.161 -2.027
H -2.304 2.982 0.255
H 2.411 -1.784 -2.860
H -0.267 2.068 2.587
H 0.126 0.198 0.289
H 3.278 -0.307 2.866
H 1.982 -0.814 -1.709
H -1.327 -0.542 0.300
H -0.099 1.038 3.950
H 1.883 -0.759 3.852
H -1.538 -2.798 -1.619
H 1.292 -4.715 1.173
H 1.948 1.529 -1.042
H -0.360 -0.988 2.432
H 1.753 1.239 1.518
H 1.923 -1.117 2.113
H 0.956 1.351 -2.183
H -3.235 -0.271 -1.004

---

Which structure loses on stability? entry w does.

---

Entry w
24
Properties=species:S:1:pos:R:3 method="wB97M-V/def2-TZVPD" total_charge=+1 orbital_gap_ev=7.697 e_lumo_ev=-4.7724 smiles=NC(N)(N)Cc1ccc[nH+]c1
N -0.656 2.224 -0.287
N -2.249 1.096 1.154
N 0.061 -1.507 -2.192
N -0.561 2.443 2.055
C 1.580 -1.427 0.005
C 1.146 -2.272 -2.148
C -0.851 1.487 0.951
C 0.430 -0.613 -0.054
C 0.133 0.259 1.161
C 1.943 -2.275 -1.031
C -0.327 -0.699 -1.191
H -0.347 -0.408 1.895
H -2.546 0.402 0.471
H -0.500 -1.534 -3.039
H -2.280 0.667 2.074
H -0.283 1.888 2.864
H -1.218 -0.096 -1.317
H 0.270 2.947 1.750
H 0.211 1.989 -0.754
H 2.196 -1.403 0.903
H 2.823 -2.908 -0.969
H 1.083 0.572 1.615
H 1.386 -2.890 -3.010
H -1.442 2.058 -0.906

---

Entry x
24
Properties=species:S:1:pos:R:3 method="wB97M-V/def2-TZVPD" total_charge=+1 orbital_gap_ev="9.745 / 9.745" e_lumo_ev="-3.5720 / -3.5718" smiles="[H]/N=C(/C(C#N)=C(C)C)N(C)[NH3+]"
N 2.390 -1.058 0.008
N 1.818 0.227 -0.280
N 0.173 -2.956 -0.402
N 0.075 1.646 -0.928
C -2.215 1.206 0.150
C -2.963 -1.230 0.237
C 0.438 0.506 -0.562
C 2.712 1.211 0.252
C -0.587 -0.518 -0.388
C -1.885 -0.213 -0.067
C -0.157 -1.835 -0.466
H 3.131 0.778 1.182
H -2.266 1.742 -0.742
H 2.582 -1.117 1.023
H 2.095 1.963 0.591
H 0.687 2.442 -1.056
H 3.576 1.671 -0.372
H -3.065 -1.481 1.306
H -3.881 -0.666 0.058
H 1.652 -1.784 -0.232
H 3.303 -1.249 -0.510
H -1.519 1.774 0.732
H -3.282 1.148 0.737
H -2.812 -2.207 -0.272

---

Which structure loses on stability? entry x does.